1.
{
  "formula": "C14H36ClIO4P3Pd",
  "method": "wB97M-V/def2-TZVPD",
  "symbols": ["C", "C", "H", "H", "H", "O", "I", "Pd", "P", "C", "C", "H", "H", "H", "H", "H", "H", "C", "H", "H", "H", "P", "C", "C", "H", "H", "H", "C", "H", "H", "H", "H", "H", "H", "Cl", "C", "C", "O", "P", "O", "C", "C", "O", "C", "C", "H", "H", "H", "H", "H", "H", "H", "H", "H", "H", "H", "H", "H", "H", "H"],
  "coordinates": [[0.72461, 1.73106, -4.11323], [0.34429, 0.84882, -2.96965], [0.52055, 1.07261, -4.97404], [1.77658, 2.04190, -4.12425], [0.16072, 2.67219, -4.17409], [-0.02310, -0.24053, -2.92464], [1.33037, 3.36041, -0.78074], [0.31447, 0.70486, -0.78601], [-1.97415, 1.38730, -0.72411], [-3.22098, 0.06258, -0.72331], [-2.51234, 2.39717, 0.70408], [-3.46101, 2.89461, 0.47194], [-3.53684, 2.42153, -2.20808], [-1.76708, 3.17065, 0.92455], [-1.97536, 3.33937, -2.15734], [-3.26809, -0.38301, 0.27698], [-2.63786, 1.75851, 1.59013], [-2.43465, 2.34255, -2.18879], [-4.20922, 0.45045, -1.00974], [-2.09351, 1.84509, -3.10712], [-2.91266, -0.69822, -1.44696], [2.41140, -0.33166, -0.50512], [2.58623, -2.11089, -0.20601], [3.29162, -0.10773, -2.06605], [3.54971, 1.52479, 0.52962], [4.49692, 0.02699, 0.61421], [3.12037, 0.28393, 1.74652], [3.49745, 0.45043, 0.73252], [3.58615, 0.94065, -2.18040], [4.16548, -0.76886, -2.00731], [3.62312, -2.39950, -0.42824], [1.90789, -2.65790, -0.87127], [2.65928, -0.41182, -2.90643], [2.34478, -2.36517, 0.83295], [0.84378, 2.53430, 1.94979], [1.01777, -1.51495, 4.93877], [1.52180, -1.27320, 3.54446], [0.51677, -0.44055, 2.86098], [-0.33815, -0.69358, 1.48740], [-1.83927, -0.64166, 2.08260], [-2.34755, -0.97745, 3.50851], [-2.58016, -2.44316, 3.58733], [-0.13472, -2.32055, 1.32206], [-1.09695, -3.17326, 0.55503], [-0.65105, -4.62473, 0.66932], [0.81055, -0.56904, 5.45469], [1.78047, -2.08396, 5.48322], [0.07624, -2.07839, 4.89676], [2.47179, -0.71368, 3.56204], [1.66259, -2.22020, 2.99845], [-1.65816, -0.59975, 4.23671], [-3.33423, -0.42538, 3.58653], [-1.60821, -2.97089, 3.49188], [-3.03785, -2.70260, 4.55157], [-3.22589, -2.75476, 2.76766], [-2.15108, -3.05517, 0.86967], [-0.95959, -2.74350, -0.45151], [-0.68611, -5.01030, 1.70940], [-1.25216, -5.29844, 0.04068], [0.35751, -4.78508, 0.26306]],
  "atomic_forces_ev_per_a": [[-0.1, 0.0, -0.5], [1.1, 2.0, 0.5], [0.1, 0.5, 0.0], [-0.1, -0.4, 0.3], [-0.2, -0.4, 0.2], [-1.0, -2.7, -0.8], [-0.1, 0.1, 0.2], [-0.4, 0.9, 1.5], [-2.8, 0.5, 0.5], [0.7, -0.7, 0.0], [1.0, 0.1, 0.3], [0.1, -0.2, -0.3], [0.4, 0.0, 0.1], [-0.2, -0.1, 0.0], [-0.2, -0.2, 0.0], [0.0, 0.1, -0.3], [0.1, 0.1, -0.3], [0.6, 0.3, -0.5], [0.4, 0.2, 0.0], [-0.3, 0.1, 0.2], [-0.3, -0.1, 0.0], [2.1, -1.1, 0.4], [-0.7, -0.1, 0.1], [-0.4, 0.3, -0.4], [0.0, -0.2, 0.1], [0.0, -0.2, 0.0], [0.1, 0.0, -0.2], [-0.7, 0.5, 0.0], [0.1, -0.2, 0.0], [-0.1, 0.2, -0.1], [-0.2, 0.2, 0.0], [0.2, 0.0, 0.1], [0.3, -0.1, 0.0], [0.0, 0.1, -0.3], [0.0, -0.1, -0.3], [-0.3, 0.0, 0.1], [0.3, -0.2, -0.1], [-0.2, 0.3, -2.3], [-0.7, -2.8, 3.7], [0.7, 1.1, -0.6], [-1.4, 0.7, -0.9], [0.8, -0.6, -0.1], [-0.3, 1.4, -0.1], [0.5, 0.2, -0.6], [0.4, -0.3, -0.1], [0.2, -0.2, -0.1], [-0.3, 0.1, 0.1], [0.4, -0.1, 0.1], [-0.4, -0.1, -0.1], [-0.1, 0.4, 0.1], [0.5, 0.3, 0.1], [1.3, -0.4, -0.3], [-0.6, 0.1, 0.2], [0.1, 0.1, -0.3], [-0.2, -0.1, 0.2], [0.8, 0.3, 0.2], [-0.5, -0.7, -0.1], [0.0, 0.4, -0.6], [-0.3, 0.5, 0.3], [-0.1, 0.3, 0.4]],
  "lowdin_spin": [0.056, 0.171, 0.004, 0.003, 0.003, 0.255, 1.083, 0.438, 0.248, 0.034, 0.032, 0.010, 0.013, -0.001, 0.001, 0.000, 0.000, 0.054, 0.010, 0.002, 0.001, 0.258, 0.027, 0.066, 0.001, 0.010, 0.000, 0.039, 0.001, 0.015, 0.009, 0.001, 0.003, 0.000, 1.027, 0.001, 0.001, 0.022, 0.064, 0.015, 0.003, 0.001, 0.018, 0.000, 0.000, 0.000, 0.000, 0.000, 0.000, 0.000, 0.000, 0.000, 0.000, 0.001, 0.000, 0.000, 0.000, 0.000, 0.000, 0.000],
  "e_homo_ev": [-17.58, -18.69],
  "orbital_gap_ev": [6.4892, 4.5518],
  "lumo_energy_ha": [-0.4075, -0.5196],
  "charge": 3,
  "spin_multiplicity": 5
}

---

2.
{
  "formula": "C5H8O4",
  "method": "wB97M-V/def2-TZVPD",
  "symbols": ["C", "O", "C", "C", "O", "C", "O", "O", "C", "H", "H", "H", "H", "H", "H", "H", "H"],
  "coordinates": [[-0.68309, -2.16742, 0.25922], [0.34379, -1.18333, 0.48463], [0.10957, 0.13281, 0.48436], [0.98627, 1.15577, 0.55718], [2.30142, 0.61749, 0.36738], [2.23007, -0.26169, -0.56096], [1.59956, -0.24734, -1.58662], [-1.21515, 0.45938, 0.34530], [-1.61993, 1.70985, -0.25377], [-1.12043, -2.48255, 1.24771], [-0.28925, -3.05603, -0.13317], [-1.40772, -1.79660, -0.35457], [0.69605, 2.23324, 0.57546], [3.09642, -0.99364, -0.42427], [-1.29778, 2.40534, 0.47275], [-2.72288, 1.69154, -0.35978], [-1.00691, 1.78319, -1.12083]],
  "atomic_forces_ev_per_a": [[0.5, 0.2, 3.3], [0.5, 0.1, 0.5], [-3.4, 2.3, 0.1], [-0.1, -1.2, 0.1], [-1.0, 2.5, 2.4], [3.9, -2.5, -3.8], [-0.2, 0.0, 0.3], [-0.5, -1.7, 0.3], [0.3, -1.6, 1.1], [0.2, 0.6, -0.8], [1.2, -0.8, -0.8], [-2.0, 1.0, -1.6], [1.0, -1.4, -0.1], [-1.0, 0.5, 0.0], [-0.2, 1.6, 0.5], [0.9, 0.0, -0.2], [-0.1, 0.5, -1.2]],
  "mulliken_charge": [-0.754, -0.320, 0.812, -0.475, -0.257, 0.272, -0.508, -0.427, -0.825, 0.252, 0.294, 0.373, 0.314, 0.297, 0.317, 0.210, 0.426],
  "e_homo_ev": -8.39,
  "orbital_gap_ev": 9.2756,
  "lumo_energy_ha": 0.0326,
  "charge": 0,
  "de_lowest_kj_mol": 376.9
}